[1]
95
Properties=species:S:1:pos:R:3:lowdin_charge:R:1 method="wB97M-V/def2-TZVPD" molar_mass_g_mol=856.8 multiplicity=3 homo_ha="-0.37926 / -0.36889" energy_ev=-126021.50466 total_charge=+1 lumo_energy_ha="-0.1778 / -0.1984" orbital_gap_ev="5.483 / 4.638" de_lowest_kcal_mol=2.5
Au 1.97 1.37 0.00 0.942
C -5.69 1.96 1.03 -0.028
C -4.65 0.84 1.21 -0.560
C -5.26 -0.44 0.64 -0.068
C -4.48 0.43 2.68 -0.069
C -3.36 1.08 0.45 -0.122
C -2.11 0.75 0.98 0.035
C -0.91 1.00 0.24 -0.105
N 0.25 0.60 0.76 -0.029
C 0.54 -0.42 1.63 -0.172
C -0.20 -1.57 1.63 0.041
C 0.09 -2.66 2.46 -0.124
C 1.08 -2.48 3.45 0.032
C 1.87 -1.39 3.53 -0.085
C 1.67 -0.29 2.60 -0.271
O 2.28 0.79 2.69 0.017
C 2.92 -1.20 4.57 -0.503
C 2.96 -2.36 5.54 -0.075
C 2.72 0.12 5.44 -0.008
C 4.31 -1.10 3.81 -0.013
C -0.61 -3.98 2.39 -0.535
C 0.52 -5.01 2.17 -0.039
C -1.31 -4.22 3.76 -0.033
C -1.70 -4.04 1.27 -0.045
C -0.91 2.00 -0.98 -0.213
O 0.09 2.57 -1.42 0.008
C -2.28 2.06 -1.64 -0.044
C -3.42 1.66 -0.88 0.074
C -2.42 2.79 -2.98 -0.524
C -1.81 4.20 -2.92 -0.041
C -3.93 2.87 -3.40 -0.051
C -1.61 1.98 -4.05 -0.029
H -6.56 1.64 1.55 0.081
H -5.91 2.29 0.02 0.072
H -5.28 2.90 1.45 0.103
H -6.02 -0.75 1.38 0.089
H -4.53 -1.32 0.53 0.104
H -5.66 -0.37 -0.45 0.120
H -5.38 0.38 3.29 0.091
H -3.83 1.20 3.21 0.112
H -3.87 -0.47 2.86 0.080
H -1.98 0.21 1.91 0.110
H -1.10 -1.65 1.08 0.098
H 1.34 -3.30 4.10 0.093
H 2.01 -2.51 5.99 0.067
H 3.63 -2.27 6.43 0.117
H 3.14 -3.34 5.02 0.097
H 2.03 0.02 6.31 0.100
H 2.34 0.95 4.86 0.059
H 3.72 0.40 5.78 0.084
H 4.60 -2.06 3.31 0.102
H 5.04 -0.84 4.58 0.085
H 4.21 -0.30 3.07 0.073
H 1.31 -5.02 2.93 0.083
H 1.00 -4.88 1.21 0.087
H 0.18 -6.09 2.12 0.113
H -0.60 -4.22 4.59 0.075
H -1.99 -5.13 3.79 0.118
H -1.96 -3.38 4.04 0.082
H -1.23 -3.98 0.28 0.090
H -2.52 -3.29 1.43 0.094
H -2.15 -5.05 1.30 0.090
H -4.46 1.93 -1.28 0.122
H -2.34 4.89 -2.22 0.108
H -1.96 4.62 -3.92 0.091
H -0.75 4.16 -2.69 0.065
H -4.53 3.44 -2.74 0.073
H -4.40 1.88 -3.49 0.098
H -3.96 3.27 -4.37 0.067
H -0.53 2.16 -3.96 0.069
H -2.02 2.26 -5.05 0.093
H -1.87 0.91 -3.95 0.092
Se 6.55 2.46 -0.12 0.634
C 4.81 2.25 -0.23 -0.937
N 3.67 2.24 -0.56 -0.179
C 4.76 3.10 -4.47 -0.061
C 3.23 3.08 -4.60 -0.226
N 2.62 2.22 -3.58 -0.005
C 2.79 0.80 -3.63 -0.759
S 2.82 -0.12 -2.27 0.797
N 2.88 0.19 -4.85 0.009
C 2.94 -1.25 -5.03 -0.293
C 1.65 -1.98 -5.03 -0.098
H 5.29 3.62 -5.23 0.061
H 5.18 2.07 -4.31 0.089
H 5.06 3.64 -3.56 0.076
H 2.84 2.80 -5.59 0.106
H 2.76 4.03 -4.40 0.115
H 2.71 2.51 -2.60 0.063
H 2.67 0.76 -5.67 0.150
H 3.61 -1.65 -4.25 0.103
H 3.38 -1.40 -6.01 0.122
H 1.05 -1.64 -4.18 0.063
H 1.86 -3.02 -4.87 0.071
H 1.08 -1.92 -5.97 0.093

[2]
16
Properties=species:S:1:pos:R:3:lowdin_charge:R:1 method="wB97M-V/def2-TZVPD" molar_mass_g_mol=150.5 homo_ha=-0.33300 energy_ev=-29171.15390 lumo_energy_ha=0.0006 orbital_gap_ev=9.077 de_lowest_kcal_mol=71.0
C 0.49 -0.75 1.03 -0.237
C -0.80 -0.79 1.30 -0.153
C -0.77 -0.14 -1.37 -0.157
C 1.17 -0.32 -0.12 -0.175
C 1.66 1.11 -0.05 -0.109
O -3.05 -1.16 -0.30 -0.359
P -1.91 -0.34 -0.07 0.066
Cl -2.49 1.45 0.33 0.449
H 1.15 -1.01 1.83 0.113
H -1.20 -1.24 2.16 0.067
H -0.59 0.72 -1.85 -0.027
H -0.76 -1.10 -2.07 0.103
H 1.72 -0.88 -0.91 0.129
H 2.72 1.25 -0.47 0.089
H 1.75 1.41 1.11 0.123
H 0.90 1.77 -0.56 0.077

[3]
21
Properties=species:S:1:pos:R:3:lowdin_charge:R:1 method="wB97M-V/def2-TZVPD" molar_mass_g_mol=119.2 homo_ha=-0.29925 energy_ev=-10979.44667 lumo_energy_ha=0.0212 smiles="C=C/C=C(/C)N.O.O" orbital_gap_ev=8.719 de_lowest_kcal_mol=56.1
C -2.46 -0.76 0.91 -0.016
C -1.29 -1.15 1.43 -0.185
C 0.06 -0.61 1.34 -0.103
C 0.37 0.67 1.06 -0.364
C 1.81 1.16 1.00 -0.039
N -0.46 1.49 0.29 0.119
H -3.37 -1.21 1.28 0.050
H -2.64 -0.09 0.10 0.032
H -1.32 -2.08 2.00 0.092
H 0.85 -1.24 1.72 0.097
H 2.45 0.28 0.95 0.080
H 2.01 1.59 1.99 0.079
H 2.04 1.83 0.20 0.060
H -0.43 2.45 0.50 0.078
H -1.39 1.16 0.16 0.038
O -0.71 -2.08 -2.65 -0.052
H -0.77 -1.49 -1.89 0.014
H -0.51 -2.97 -2.38 0.031
O 2.05 0.69 -2.90 -0.062
H 1.18 0.86 -2.50 0.024
H 2.51 1.49 -2.61 0.027

[4]
16
Properties=species:S:1:pos:R:3:lowdin_charge:R:1 method="wB97M-V/def2-TZVPD" molar_mass_g_mol=112.1 homo_ha=-0.31962 energy_ev=-10339.80520 lumo_energy_ha=0.0334 smiles="O=C1[C@@H]2CN[C@H]1CN2" orbital_gap_ev=9.606 de_lowest_kcal_mol=67.4
O 1.02 -2.41 -0.10 0.133
C 0.59 -1.30 -0.05 -0.335
C 0.19 -0.41 1.13 -0.226
C -1.25 -0.08 0.86 -0.115
N -1.21 0.12 -0.72 -0.018
C 0.17 -0.31 -1.16 -0.229
C 0.93 0.96 -0.79 -0.203
N 1.09 0.72 0.66 -0.034
H 0.63 -0.74 2.06 0.143
H -2.10 -0.83 1.17 0.144
H -1.50 0.83 1.36 0.085
H -1.89 -0.60 -0.98 0.094
H -0.03 -0.66 -2.22 0.169
H 1.83 1.33 -1.51 0.153
H 0.27 1.75 -0.98 0.069
H 1.27 1.64 1.25 0.172

[5]
49
Properties=species:S:1:pos:R:3:lowdin_charge:R:1 method="wB97M-V/def2-TZVPD" molar_mass_g_mol=353.4 homo_ha=-0.29651 energy_ev=-31829.40802 lumo_energy_ha=0.0079 smiles="C=CCn1c(C)cc(C(=O)COC(=O)/C=C/c2ccc(OC)cc2)c1C" orbital_gap_ev=8.285 de_lowest_kcal_mol=76.4
C -6.58 -1.28 -0.80 0.025
C -6.21 -2.07 0.19 -0.147
C -4.89 -2.00 0.91 -0.141
N -4.00 -0.99 0.39 -0.034
C -3.13 -1.18 -0.66 -0.275
C -2.97 -2.50 -1.33 -0.026
C -2.51 0.01 -0.91 0.019
C -3.02 0.97 0.01 -0.108
C -2.68 2.36 0.10 -0.321
O -3.26 3.17 0.80 0.080
C -1.52 2.84 -0.79 -0.074
O -0.41 1.96 -0.72 -0.015
C 0.80 2.49 -0.44 -0.486
O 1.00 3.67 -0.29 0.103
C 1.81 1.43 -0.36 0.017
C 3.10 1.74 -0.14 -0.014
C 4.21 0.83 -0.03 -0.224
C 5.49 1.35 0.16 -0.024
C 6.60 0.53 0.27 -0.016
C 6.45 -0.85 0.18 -0.274
O 7.46 -1.75 0.26 -0.079
C 8.78 -1.29 0.46 -0.086
C 5.17 -1.39 -0.02 0.004
C 4.08 -0.56 -0.12 -0.016
C -3.97 0.30 0.79 -0.200
C -4.82 0.82 1.89 0.001
H -7.54 -1.38 -1.27 0.056
H -5.94 -0.50 -1.19 0.068
H -6.87 -2.84 0.56 0.098
H -4.40 -2.97 0.84 0.125
H -5.07 -1.80 1.97 0.125
H -2.56 -3.24 -0.65 0.080
H -2.29 -2.39 -2.17 0.082
H -3.93 -2.86 -1.71 0.078
H -1.77 0.18 -1.66 0.111
H -1.87 2.87 -1.83 0.145
H -1.22 3.84 -0.48 0.129
H 1.44 0.43 -0.50 0.108
H 3.33 2.79 -0.02 0.123
H 5.62 2.42 0.23 0.116
H 7.57 0.97 0.42 0.103
H 9.10 -0.65 -0.37 0.096
H 9.40 -2.17 0.50 0.093
H 8.87 -0.74 1.40 0.096
H 5.08 -2.46 -0.08 0.119
H 3.10 -1.00 -0.27 0.109
H -4.65 1.89 1.98 0.072
H -5.87 0.64 1.68 0.086
H -4.57 0.34 2.83 0.088

[6]
23
Properties=species:S:1:pos:R:3:lowdin_charge:R:1 method="wB97M-V/def2-TZVPD" molar_mass_g_mol=143.2 homo_ha=-0.29026 energy_ev=-13053.03275 lumo_energy_ha=0.0212 orbital_gap_ev=8.476 de_lowest_kcal_mol=66.8
C 0.08 0.09 2.11 0.068
C 0.59 -0.38 0.97 -0.314
C 0.91 -1.83 0.77 -0.070
C 1.00 0.67 -0.10 -0.449
C 1.97 0.13 -1.14 -0.023
O 1.01 1.86 0.19 0.023
H -0.07 1.15 2.24 0.071
H -0.22 -0.55 2.91 0.068
H 1.99 -1.99 0.78 0.081
H 0.48 -2.42 1.57 0.079
H 0.53 -2.20 -0.18 0.069
H 2.87 -0.26 -0.65 0.090
H 2.26 0.93 -1.81 0.086
H 1.51 -0.68 -1.70 0.075
N -1.58 2.08 -0.87 0.071
C -1.22 0.79 -1.27 -0.231
C -1.74 -0.32 -0.69 -0.202
O -2.48 -0.23 0.46 0.004
H -1.81 2.10 0.11 0.083
H -0.83 2.75 -1.02 0.079
H -0.85 0.71 -2.28 0.121
H -1.64 -1.30 -1.14 0.116
H -2.76 -1.11 0.74 0.105

[7]
86
Properties=species:S:1:pos:R:3:lowdin_charge:R:1 method="wB97M-V/def2-TZVPD" molar_mass_g_mol=752.5 multiplicity=3 homo_ha="-0.33724 / -0.34580" energy_ev=-158888.38610 total_charge=+1 lumo_energy_ha="-0.0790 / -0.0791" orbital_gap_ev="7.026 / 7.257" de_lowest_kcal_mol=20.3
Ti -0.31 -0.05 0.63 0.597
C -2.61 2.05 1.85 -0.259
P -0.75 2.14 1.86 1.030
C -0.37 3.50 0.71 -0.379
C -1.26 3.88 -0.29 -0.082
C -0.89 4.84 -1.22 -0.067
C 0.36 5.41 -1.18 -0.076
C 1.27 5.03 -0.19 -0.076
C 0.91 4.07 0.74 -0.108
C -0.35 2.79 3.50 -0.367
C 0.09 1.91 4.48 -0.099
C 0.34 2.35 5.77 -0.078
C 0.15 3.69 6.08 -0.072
C -0.27 4.58 5.11 -0.065
C -0.53 4.14 3.82 -0.074
C -3.10 1.14 0.74 -0.411
C -4.37 0.87 0.29 -0.054
C -4.23 0.03 -0.86 -0.052
C -2.89 -0.19 -1.03 -0.402
C -2.11 -0.72 -2.22 -0.292
P -0.81 0.55 -2.70 1.111
C -0.67 0.36 -4.51 -0.411
C -0.20 1.46 -5.22 -0.105
C -0.06 1.41 -6.60 -0.078
C -0.42 0.26 -7.29 -0.080
C -0.91 -0.84 -6.59 -0.078
C -1.03 -0.79 -5.21 -0.115
C 0.84 -0.21 -2.18 -0.346
C 1.57 -1.07 -2.99 -0.076
C 2.88 -1.42 -2.68 -0.075
C 3.50 -0.91 -1.55 -0.087
C 2.79 -0.08 -0.70 -0.071
C 1.48 0.25 -1.02 -0.211
N -2.18 0.48 -0.05 -0.133
H -3.01 3.06 1.77 0.094
H -2.89 1.68 2.84 0.084
H -2.24 3.42 -0.36 0.102
H -1.60 5.13 -1.99 0.109
H 0.65 6.16 -1.91 0.106
H 2.25 5.48 -0.15 0.106
H 1.62 3.79 1.51 0.110
H 0.25 0.87 4.23 0.082
H 0.68 1.66 6.53 0.104
H 0.35 4.04 7.09 0.109
H -0.41 5.63 5.35 0.110
H -0.85 4.84 3.06 0.113
H -5.29 1.27 0.69 0.099
H -5.02 -0.33 -1.49 0.098
H -2.78 -0.83 -3.07 0.082
H -1.65 -1.69 -2.03 0.010
H 0.06 2.37 -4.69 0.097
H 0.31 2.27 -7.14 0.106
H -0.33 0.22 -8.37 0.106
H -1.19 -1.74 -7.13 0.105
H -1.41 -1.65 -4.69 0.101
H 1.13 -1.44 -3.91 0.101
H 3.43 -2.06 -3.36 0.112
H 4.53 -1.15 -1.34 0.112
H 3.25 0.33 0.19 0.121
H 1.03 1.07 -0.43 0.066
C 1.15 -3.19 4.68 -0.011
O 1.50 -2.58 3.41 -0.005
C 0.66 -1.75 2.81 -0.605
O 1.06 -0.99 1.95 -0.058
N -0.65 -1.77 3.20 0.052
N -1.55 -1.17 2.30 0.013
H 2.09 -3.54 5.09 0.105
H 0.49 -4.04 4.51 0.096
H 0.70 -2.45 5.33 0.104
H -0.99 -2.60 3.68 0.145
H -2.25 -0.64 2.80 0.112
H -2.00 -1.90 1.75 0.071
C 2.94 -3.68 0.47 -0.221
As 1.24 -4.37 -0.12 0.709
C 0.89 -5.89 0.98 -0.255
C 1.52 -5.05 -1.88 -0.243
S -0.40 -3.04 -0.06 0.256
H 3.39 -4.41 1.14 0.046
H 2.78 -2.73 0.98 0.018
H 3.57 -3.53 -0.40 0.030
H 1.71 -6.60 0.90 0.048
H -0.04 -6.34 0.64 0.045
H 0.78 -5.56 2.01 0.027
H 2.34 -5.76 -1.88 0.050
H 1.75 -4.20 -2.53 0.024
H 0.60 -5.52 -2.21 0.047

[8]
24
Properties=species:S:1:pos:R:3:lowdin_charge:R:1 method="wB97M-V/def2-TZVPD" molar_mass_g_mol=180.3 homo_ha=-0.31178 energy_ev=-23341.59403 lumo_energy_ha=0.0221 orbital_gap_ev=9.085 de_lowest_kcal_mol=32.2
H -3.27 -1.84 -1.28 0.062
N -2.38 -1.51 -0.78 0.032
C -1.64 -2.64 -0.72 -0.733
N -1.76 -3.83 -1.43 -0.002
S -0.24 -2.77 0.44 0.918
C -0.43 -1.41 1.59 -0.453
C 0.10 -0.14 0.99 -0.304
C -0.52 0.69 0.08 -0.058
C 0.07 1.73 -0.63 -0.028
C 1.25 2.22 -0.11 -0.278
C 1.85 3.57 -0.59 -0.058
C 1.90 1.47 0.84 -0.077
C 1.40 0.30 1.33 -0.047
H -1.42 -4.69 -0.87 0.105
H -2.61 -3.90 -2.09 0.133
H -1.47 -1.41 1.75 0.053
H 0.11 -1.71 2.57 0.116
H -1.41 0.19 -0.21 0.050
H -0.38 2.19 -1.53 0.126
H 2.07 3.52 -1.62 0.040
H 2.87 3.96 -0.19 0.105
H 1.13 4.41 -0.67 0.079
H 2.88 1.87 1.00 0.102
H 1.91 -0.26 2.15 0.117

[9]
15
Properties=species:S:1:pos:R:3:lowdin_charge:R:1 method="wB97M-V/def2-TZVPD" molar_mass_g_mol=113.1 homo_ha="-0.28391 / -0.28393" energy_ev=-16088.50427 lumo_energy_ha="0.0155 / 0.0155" orbital_gap_ev="8.147 / 8.148" de_lowest_kcal_mol=100.9
C -0.48 -0.52 1.87 -0.251
C 1.64 0.29 1.28 -0.309
C 1.15 0.67 -0.09 -0.325
C -1.35 -0.43 0.87 -0.238
C -1.09 -0.10 -2.04 -0.220
N 0.73 -0.64 2.10 0.055
P -0.16 -0.41 -0.48 0.794
H 2.52 -0.37 1.21 0.103
H 1.90 1.08 1.78 0.040
H 0.87 1.79 0.01 0.063
H -2.30 0.20 0.66 0.093
H -1.78 -0.91 -2.31 0.042
H -0.36 0.18 -2.92 0.092
H -1.68 0.76 -1.62 0.046
H 0.38 -1.59 -0.32 0.014

[10]
7
Properties=species:S:1:pos:R:3:lowdin_charge:R:1 method="wB97M-V/def2-TZVPD" molar_mass_g_mol=214.8 homo_ha=-0.32069 energy_ev=-145709.11966 lumo_energy_ha=-0.0249 orbital_gap_ev=8.049 de_lowest_kcal_mol=55.6
C 1.38 -0.45 -0.29 -0.486
C -1.43 -0.09 -0.05 -1.078
N 0.74 0.51 -0.63 0.113
O 1.80 -1.39 0.20 0.160
Br -1.19 -1.34 1.29 0.617
Br -2.34 1.38 0.66 0.521
H 1.04 1.37 -1.18 0.152

[11]
54
Properties=species:S:1:pos:R:3:lowdin_charge:R:1 method="wB97M-V/def2-TZVPD" molar_mass_g_mol=300.5 homo_ha=-0.43780 energy_ev=-32428.02721 total_charge=+1 lumo_energy_ha=-0.0946 orbital_gap_ev=9.338 de_lowest_kcal_mol=392.4
C -0.15 -4.23 -0.78 -0.107
C 0.77 -3.42 0.13 -0.229
C 1.68 -2.31 -0.58 -0.182
H 2.31 -2.97 -1.19 0.126
H 0.96 -1.95 -1.38 0.133
C 2.20 -1.60 0.51 -0.275
C 3.15 -0.69 -0.06 -0.289
C 4.00 0.33 0.64 -0.189
C 3.14 1.36 1.44 -0.288
C 2.98 2.60 0.77 -0.293
N 2.16 2.68 -0.45 -0.006
C 0.81 2.36 -0.66 -0.860
S -0.05 2.12 0.68 0.929
N 0.43 2.06 -1.75 0.065
H 1.06 1.95 -2.69 0.253
C -1.06 2.08 -2.03 -0.214
H -1.39 2.77 -1.52 0.041
H -1.07 2.33 -3.13 0.184
C -1.68 0.93 -1.99 -0.107
N -2.23 0.74 -0.40 -0.235
C -2.25 -0.71 -0.12 -0.096
C -2.57 -0.64 1.63 -0.151
C -3.78 0.06 1.87 -0.314
C -3.83 1.41 1.43 -0.049
C -3.50 1.51 -0.49 0.045
H -3.39 2.38 -0.65 -0.010
H -4.27 0.59 -0.77 0.192
H -4.69 2.01 1.40 0.087
H -3.08 1.92 1.86 0.056
H -3.88 -0.07 2.96 0.146
H -4.59 -0.51 1.33 0.146
H -2.49 -1.79 1.68 0.136
H -1.60 -0.18 2.00 0.114
H -1.26 -1.29 -0.29 0.116
H -3.03 -1.32 -0.55 0.106
H -1.40 1.45 0.11 -0.074
H -1.13 -0.02 -2.37 0.177
H -2.67 0.83 -2.30 0.101
H 2.77 2.46 -1.29 0.153
H 2.24 3.44 1.52 0.190
H 3.97 3.05 0.71 0.123
H 2.09 0.97 2.06 0.149
H 3.62 1.56 2.48 0.137
H 4.45 -0.50 1.51 0.185
H 4.72 0.89 0.15 0.078
H 2.85 -0.01 -0.96 0.118
H 4.04 -1.27 -0.76 0.187
H 1.66 -1.10 1.07 0.057
H 2.84 -2.06 1.05 0.086
H 1.09 -4.02 0.79 0.027
H -0.04 -2.85 0.78 0.123
H -0.81 -4.90 -0.40 0.032
H 0.65 -4.72 -1.62 0.154
H -0.76 -3.67 -1.38 0.012

[12]
24
Properties=species:S:1:pos:R:3:lowdin_charge:R:1 method="wB97M-V/def2-TZVPD" molar_mass_g_mol=266.0 homo_ha=-0.44120 energy_ev=-105047.74617 total_charge=+1 lumo_energy_ha=-0.2166 orbital_gap_ev=6.112 de_lowest_kcal_mol=22.5
C 0.71 -2.14 -1.01 -0.091
C -1.70 -0.33 2.18 -0.011
C 2.19 -0.37 0.12 -0.270
C 2.51 0.97 -0.43 -0.517
C -1.81 1.73 -0.94 -0.542
C -1.96 0.59 0.00 -0.713
N 0.84 -0.90 -0.24 -0.132
O -1.32 0.61 1.15 -0.109
Cl 1.35 2.20 0.11 0.648
Cl -2.97 2.84 -0.15 0.704
Br -3.14 -0.80 -0.56 0.980
H 1.22 -2.00 -2.01 0.101
H 1.31 -2.80 -0.40 0.077
H -0.30 -2.53 -0.97 0.055
H -0.72 -0.52 2.72 0.140
H -2.00 -1.27 1.72 0.045
H -2.57 0.02 2.78 0.131
H 2.23 -0.35 1.12 0.068
H 3.02 -1.01 -0.23 0.139
H 2.16 1.07 -1.47 0.072
H 3.53 1.26 -0.36 0.081
H -0.74 2.18 -0.85 0.040
H -2.11 1.63 -1.99 0.095
H 0.28 -0.07 -0.31 0.009

[13]
51
Properties=species:S:1:pos:R:3:lowdin_charge:R:1 method="wB97M-V/def2-TZVPD" molar_mass_g_mol=498.6 homo_ha=-0.26515 energy_ev=-104905.15946 lumo_energy_ha=-0.0703 orbital_gap_ev=5.303 de_lowest_kcal_mol=47.2
C -3.65 1.58 0.34 -0.152
C -2.53 2.38 0.16 -0.082
C -2.08 2.24 -1.21 -0.088
H -2.05 3.00 0.92 0.103
C -2.94 1.40 -1.88 -0.134
C -4.00 0.94 -0.95 -0.346
H -5.04 0.91 -1.29 0.100
H -4.24 1.41 1.25 0.104
H -1.18 2.71 -1.62 0.107
H -2.92 1.15 -2.94 0.102
Ga -3.87 -1.10 -0.49 0.418
Cl -2.83 -2.21 -1.96 0.227
P 1.03 -0.24 0.01 1.061
C 1.44 0.59 -1.53 -0.396
C 2.41 1.61 -1.58 -0.098
H 2.93 1.91 -0.67 0.106
C 2.71 2.21 -2.81 -0.090
H 3.47 3.00 -2.86 0.106
C 2.02 1.83 -3.97 -0.087
H 2.26 2.31 -4.93 0.102
C 1.01 0.86 -3.90 -0.089
H 0.45 0.58 -4.80 0.104
C 0.70 0.25 -2.69 -0.105
H -0.10 -0.49 -2.62 0.085
C 1.39 0.77 1.45 -0.373
C 1.07 2.15 1.44 -0.120
H 0.57 2.58 0.57 0.092
C 1.40 2.95 2.53 -0.092
H 1.17 4.02 2.51 0.104
C 2.00 2.38 3.67 -0.098
H 2.28 3.01 4.51 0.100
C 2.19 0.99 3.74 -0.091
H 2.58 0.53 4.65 0.103
C 1.84 0.18 2.65 -0.090
H 1.91 -0.91 2.72 0.101
C 1.74 -1.89 0.10 -0.390
C 3.04 -2.12 -0.40 -0.083
H 3.58 -1.32 -0.91 0.109
C 3.63 -3.38 -0.21 -0.087
H 4.65 -3.55 -0.57 0.106
C 2.91 -4.41 0.41 -0.084
H 3.39 -5.38 0.55 0.102
C 1.59 -4.20 0.81 -0.089
H 1.03 -5.03 1.26 0.104
C 0.99 -2.96 0.65 -0.097
H -0.05 -2.80 0.94 0.096
N -3.38 -1.66 1.38 0.115
C -4.48 -1.96 1.81 -0.340
N -5.51 -2.33 2.43 0.110
C -6.71 -2.27 1.90 -0.378
N -7.80 -2.23 1.47 0.115